C4H7FN2O | wB97M-V/def2-TZVPD

Values from the calculation:
SMILES string = O=CNN1C[C@H]1CF
Gap between HOMO and LUMO = 10.4411 eV
Highest occupied orbital energy = -9.7 eV
LUMO = 0.79 eV
Largest force on an atom = 5.1 eV Å⁻¹
Electronic energy = -12003.592 eV

Element x y z (Å)
F -1.289 1.716 2.354
O 2.787 -1.809 -2.035
N -0.058 -0.436 -0.307
N 1.032 -0.348 -1.222
C -1.448 0.163 -0.510
C -0.438 0.805 0.388
C 1.756 -1.595 -1.326
C -0.433 0.736 1.884
H 1.243 0.591 -1.724
H 1.208 -2.372 -0.648
H 0.517 0.887 2.414
H -0.826 -0.199 2.241
H -1.717 0.742 -1.435
H -2.214 -0.591 -0.013
H -0.119 1.711 -0.062

Atom charges from the Mulliken analysis, given in e for atoms 1 to 2:
1. F -0.296
2. O -0.560